Entry 1:
84
Properties=species:S:1:pos:R:3 method="wB97M-V/def2-TZVPD" e_homo_ev=-7.24 e_above_lowest_kj_mol=254.2 multiplicity=1 e_lumo_ev=-1.72 smiles="C#C[PH2](CCC(=O)Nc1ccccc1)P(CC)CC.O=C1C=C(O)C(=O)C=C1O.O=C1C=C(O)C(=O)C=C1O.O=C1C=C(O)C(=O)C=C1O"
C 1.227 0.357 -0.461
C 1.021 -0.115 -1.575
P 0.358 -0.669 -3.282
C -1.386 -0.923 -2.475
C -2.015 -2.339 -2.800
C -3.311 -2.699 -1.977
O -4.384 -2.656 -2.559
N -3.340 -3.134 -0.568
C -2.958 -1.986 0.250
C -1.903 -2.047 1.317
C -1.574 -0.799 2.053
C -2.235 0.517 1.780
C -3.311 0.561 0.697
C -3.663 -0.691 -0.057
P 2.318 -0.272 -4.183
C 2.715 1.559 -4.322
C 3.040 2.316 -2.956
C 3.690 -1.276 -3.380
C 5.043 -0.494 -3.109
H 1.408 0.566 0.618
H 0.468 -2.097 -3.526
H -0.244 0.258 -4.202
H -1.220 -0.739 -1.367
H -2.061 -0.068 -2.813
H -2.334 -2.305 -3.892
H -1.240 -3.160 -2.735
H -2.619 -3.855 -0.421
H -1.352 -3.006 1.537
H -0.773 -0.790 2.840
H -1.954 1.449 2.341
H -3.839 1.519 0.414
H -4.443 -0.593 -0.858
H 1.820 2.080 -4.791
H 3.605 1.676 -5.002
H 2.155 2.987 -2.704
H 3.941 3.004 -3.042
H 3.221 1.649 -2.071
H 3.342 -1.813 -2.437
H 3.944 -2.111 -4.108
H 5.737 -1.233 -2.583
H 4.940 0.376 -2.406
H 5.565 -0.219 -4.069
O 4.385 -4.383 -3.085
C 5.296 -5.157 -3.322
C 6.695 -4.732 -3.376
C 7.661 -5.612 -3.656
O 8.958 -5.241 -3.709
C 7.353 -7.048 -3.925
O 8.260 -7.814 -4.195
C 5.956 -7.478 -3.848
C 4.991 -6.599 -3.564
O 3.696 -6.975 -3.485
H 6.904 -3.689 -3.182
H 9.453 -6.054 -3.929
H 5.748 -8.524 -4.027
H 3.200 -6.160 -3.271
O -4.666 7.725 1.535
C -3.855 6.887 1.885
C -3.196 5.984 0.937
C -2.323 5.068 1.364
O -1.705 4.230 0.496
C -1.993 4.929 2.815
O -1.208 4.067 3.169
C -2.633 5.846 3.757
C -3.501 6.764 3.329
O -4.102 7.622 4.185
H -3.448 6.096 -0.109
H -1.124 3.665 1.041
H -2.372 5.746 4.798
H -4.681 8.180 3.632
O -4.671 -0.340 7.991
C -4.307 0.591 7.296
C -2.897 0.855 7.007
C -2.544 1.900 6.252
O -1.249 2.161 5.969
C -3.563 2.829 5.683
O -3.194 3.780 5.015
C -4.974 2.553 5.951
C -5.329 1.507 6.703
O -6.624 1.231 6.961
H -2.169 0.175 7.427
H -1.257 2.964 5.409
H -5.702 3.225 5.517
H -6.614 0.432 7.523



Entry 2:
86
Properties=species:S:1:pos:R:3 method="wB97M-V/def2-TZVPD" e_homo_ev=-2.17 e_above_lowest_kj_mol=74.7 multiplicity=1 e_lumo_ev=3.21 total_charge=-2
Cs -0.958 -0.880 0.703
C 1.690 1.785 2.465
C 2.945 1.284 2.100
N 3.127 0.046 2.541
N 2.001 -0.272 3.199
C 1.130 0.754 3.195
B 1.864 -1.623 3.941
N 0.401 -1.758 4.444
C -0.098 -1.267 5.590
C -1.448 -1.539 5.632
C -1.680 -2.228 4.434
N -0.568 -2.358 3.724
N 2.213 -2.772 2.996
C 2.823 -3.920 3.328
C 2.850 -4.735 2.219
C 2.212 -3.969 1.233
N 1.835 -2.789 1.703
H 1.251 2.742 2.250
H 3.736 1.783 1.561
H 0.182 0.690 3.698
H 2.587 -1.662 4.910
H 0.547 -0.751 6.281
H -2.152 -1.264 6.396
H -2.604 -2.636 4.053
H 3.188 -4.056 4.332
H 3.266 -5.724 2.132
H 2.011 -4.221 0.205
S -0.227 -3.572 -4.313
C 1.371 -3.334 -3.697
C 2.603 -3.692 -4.235
C 3.745 -3.386 -3.521
C 3.666 -2.732 -2.287
C 2.447 -2.367 -1.755
C 1.285 -2.670 -2.465
N 0.008 -2.349 -2.043
C -0.882 -2.745 -2.895
C -2.350 -2.538 -2.779
C -3.160 -3.094 -3.779
C -4.531 -2.913 -3.731
C -5.071 -2.174 -2.684
C -4.236 -1.635 -1.710
C -2.836 -1.784 -1.693
H 2.664 -4.199 -5.190
H 4.714 -3.647 -3.928
H 4.572 -2.507 -1.740
H 2.381 -1.873 -0.793
H -2.747 -3.669 -4.603
H -5.166 -3.340 -4.501
H -6.146 -2.021 -2.632
H -4.725 -1.060 -0.923
N -1.769 1.559 2.130
C -2.222 2.021 3.101
N -2.771 2.455 4.204
C -2.559 3.734 4.452
N -2.434 4.850 4.751
I 5.431 0.031 -3.526
C 3.686 0.446 -2.537
C 3.518 0.641 -1.182
N 2.206 0.865 -1.000
N 1.510 0.822 -2.139
C 2.398 0.572 -3.082
H 4.197 0.599 -0.350
H 1.748 0.988 -0.102
H 2.088 0.477 -4.109
C 0.444 4.536 -2.514
C -0.843 3.724 -2.466
As -1.095 2.888 -0.698
C -1.673 4.475 0.327
C -0.576 5.021 1.226
C -2.873 2.080 -0.992
C -3.952 2.980 -1.570
H 0.650 4.920 -3.517
H 1.297 3.924 -2.213
H 0.399 5.394 -1.839
H -0.797 2.904 -3.185
H -1.707 4.345 -2.712
H -2.517 4.149 0.937
H -2.041 5.238 -0.367
H -0.295 4.277 1.970
H -0.903 5.909 1.772
H 0.325 5.281 0.662
H -3.161 1.707 -0.009
H -2.718 1.197 -1.620
H -4.136 3.850 -0.935
H -4.895 2.435 -1.667
H -3.692 3.348 -2.564



Entry 3:
81
Properties=species:S:1:pos:R:3 method="wB97M-V/def2-TZVPD" e_homo_ev=-10.39 e_above_lowest_kj_mol=41.5 multiplicity=1 e_lumo_ev=-2.03 total_charge=+1
Cs 0.415 0.625 0.515
C 5.949 3.708 1.499
N 4.981 3.168 0.549
C 5.384 2.962 -0.846
C 3.748 2.823 0.935
O 2.996 2.284 0.142
C 3.303 3.018 2.388
O 1.919 2.616 2.498
C 1.380 2.918 3.764
C -0.029 2.352 3.999
O -0.406 1.429 3.277
N -0.885 2.932 4.863
C -0.422 3.513 6.103
C -2.274 2.472 4.883
H 6.678 4.371 1.068
H 6.567 2.926 1.906
H 5.472 4.156 2.345
H 6.280 3.589 -0.987
H 4.626 3.392 -1.512
H 5.507 1.937 -1.217
H 3.333 4.053 2.725
H 3.998 2.436 3.007
H 1.348 4.036 3.973
H 1.985 2.484 4.529
H 0.622 3.704 6.037
H -0.603 2.900 6.984
H -0.929 4.463 6.287
H -2.431 1.483 5.370
H -2.706 2.402 3.885
H -2.867 3.202 5.430
I -0.163 -4.293 0.613
C -1.589 -4.322 2.163
I -1.868 -2.562 3.299
H -1.327 -5.110 2.892
H -2.541 -4.596 1.751
Cl 0.660 -2.583 -2.806
C -0.088 -1.928 -4.238
C 0.399 -2.495 -5.431
C -0.140 -2.080 -6.655
C -1.243 -1.188 -6.625
C -1.707 -0.643 -5.435
C -1.131 -0.955 -4.207
P -1.745 -0.288 -2.588
C -2.632 -1.777 -1.968
C -3.171 -2.706 -2.885
C -3.941 -3.754 -2.454
C -4.293 -3.826 -1.115
C -3.813 -2.904 -0.180
C -2.993 -1.901 -0.619
C -3.054 0.825 -3.054
C -4.426 0.535 -3.240
C -5.383 1.473 -3.582
C -4.972 2.797 -3.790
C -3.627 3.115 -3.598
C -2.679 2.165 -3.260
H 1.166 -3.269 -5.426
H 0.213 -2.449 -7.600
H -1.664 -0.862 -7.560
H -2.553 0.007 -5.586
H -2.990 -2.605 -3.964
H -4.294 -4.503 -3.139
H -4.908 -4.647 -0.787
H -4.109 -2.943 0.825
H -2.574 -1.157 0.115
H -4.713 -0.525 -3.189
H -6.425 1.186 -3.650
H -5.714 3.565 -3.994
H -3.353 4.166 -3.681
H -1.668 2.476 -3.030
N 2.459 -4.548 5.077
C 2.748 -4.193 4.040
C 2.953 -3.573 2.755
C 3.819 -4.063 1.791
C 4.016 -3.274 0.634
C 3.355 -2.034 0.505
N 2.480 -1.654 1.408
C 2.279 -2.369 2.483
H 4.348 -5.002 1.889
H 4.740 -3.637 -0.117
H 3.417 -1.407 -0.381
H 1.498 -2.037 3.198



Entry 4:
78
Properties=species:S:1:pos:R:3 method="wB97M-V/def2-TZVPD" e_homo_ev=-6.12 e_above_lowest_kj_mol=6.1 multiplicity=1 e_lumo_ev=0.04
Sr 0.496 -0.547 -0.317
C -1.016 3.500 5.501
C -0.005 2.646 5.081
C -0.126 1.969 3.877
C -1.264 2.122 3.086
C -2.273 2.980 3.516
C -2.147 3.667 4.716
P -1.347 1.134 1.550
C -2.750 1.872 0.646
C -2.593 3.145 0.095
C -3.606 3.719 -0.654
C -4.784 3.018 -0.881
C -4.943 1.748 -0.350
C -3.931 1.176 0.413
C -1.924 -0.503 2.091
C -2.734 -0.651 3.219
C -3.109 -1.917 3.634
C -2.654 -3.022 2.923
C -1.848 -2.850 1.804
C -1.445 -1.591 1.318
H -0.921 4.034 6.438
H 0.881 2.511 5.689
H 0.668 1.305 3.550
H -3.162 3.113 2.911
H -2.938 4.332 5.039
H -1.666 3.687 0.251
H -3.472 4.707 -1.075
H -5.572 3.460 -1.477
H -5.857 1.195 -0.528
H -4.057 0.183 0.825
H -3.064 0.218 3.780
H -3.736 -2.045 4.508
H -2.920 -4.020 3.254
H -1.500 -3.751 1.304
C 5.774 0.154 1.505
C 4.621 -0.132 2.455
S 2.922 -0.093 1.802
C 2.947 1.262 0.605
C 3.284 0.955 -0.880
S 3.499 -0.786 -1.338
C 5.134 -0.857 -2.089
C 6.298 -0.463 -1.185
S 6.298 -1.233 0.453
H 6.629 0.444 2.117
H 5.551 1.006 0.863
H 4.656 0.594 3.268
H 4.724 -1.123 2.897
H 3.592 2.054 0.985
H 1.940 1.682 0.672
H 4.186 1.489 -1.178
H 2.474 1.347 -1.494
H 5.155 -0.263 -3.005
H 5.224 -1.905 -2.379
H 6.344 0.618 -1.050
H 7.228 -0.747 -1.679
Cl -1.205 -3.341 -6.398
C -0.998 -2.032 -5.253
C -2.056 -1.638 -4.449
C -1.880 -0.622 -3.527
C -0.642 0.035 -3.353
C -0.423 1.009 -2.307
C 0.400 -0.391 -4.210
C 0.230 -1.396 -5.142
H -3.020 -2.122 -4.554
H -2.719 -0.321 -2.908
H -1.345 1.463 -1.938
H 0.299 1.786 -2.575
H 1.374 0.079 -4.119
H 1.050 -1.697 -5.782
N -1.708 -3.422 -1.475
C -0.484 -3.411 -2.008
O 0.392 -2.655 -1.581
C -0.199 -4.346 -3.147
I 0.589 -6.168 -2.355
H -1.871 -2.810 -0.678
H -2.429 -4.034 -1.812
H 0.564 -3.916 -3.785
H -1.080 -4.602 -3.726



Entry 5:
80
Properties=species:S:1:pos:R:3 method="wB97M-V/def2-TZVPD" e_homo_ev="-10.73 / -10.73" e_above_lowest_kj_mol=84.3 multiplicity=1 e_lumo_ev="-4.11 / -4.10" total_charge=+1
Os 0.755 -1.128 1.217
I -2.943 -7.496 2.933
C -1.639 -5.966 2.385
C -0.990 -6.017 1.158
C -0.133 -4.993 0.805
I 0.821 -5.013 -1.044
C 0.092 -3.917 1.668
O 0.982 -2.971 1.235
C -0.573 -3.859 2.889
C -0.499 -2.693 3.844
N 0.509 -1.687 3.495
C 0.331 -0.440 4.237
C 1.228 0.601 3.639
C 1.708 1.677 4.353
C 2.486 2.632 3.714
C 2.768 2.478 2.369
C 2.280 1.369 1.709
N 1.527 0.440 2.330
C -1.433 -4.897 3.236
H -1.154 -6.843 0.480
H -0.328 -3.064 4.859
H -1.469 -2.189 3.848
H 1.430 -2.065 3.703
H 0.526 -0.549 5.307
H -0.708 -0.127 4.111
H 1.464 1.763 5.403
H 2.860 3.485 4.263
H 3.353 3.192 1.808
H 2.468 1.236 0.657
H -1.953 -4.856 4.185
C -1.920 0.817 -2.280
N -1.729 -0.537 -2.769
C -3.011 -1.186 -2.989
C -0.912 -1.307 -1.851
C 0.542 -0.901 -1.865
C 1.157 -0.748 -3.107
C 2.522 -0.547 -3.215
C 3.315 -0.512 -2.074
C 2.709 -0.626 -0.840
C 1.316 -0.789 -0.695
H -2.486 1.397 -3.010
H -0.949 1.295 -2.134
H -2.464 0.842 -1.320
H -3.596 -0.608 -3.703
H -3.598 -1.278 -2.060
H -2.857 -2.183 -3.400
H -0.953 -2.358 -2.155
H -1.304 -1.268 -0.826
H 0.537 -0.812 -3.992
H 2.976 -0.439 -4.192
H 4.387 -0.386 -2.150
H 3.339 -0.587 0.046
F -4.908 1.210 1.721
C -3.675 0.690 1.620
C -3.527 -0.683 1.577
C -2.250 -1.214 1.465
C -1.123 -0.391 1.414
C -1.316 0.995 1.454
C -2.591 1.541 1.553
H -4.401 -1.319 1.616
H -2.145 -2.291 1.395
H -0.479 1.678 1.369
H -2.746 2.611 1.576
O 2.998 2.999 -0.774
C 1.899 3.244 -1.206
O 0.794 2.740 -0.658
C 1.637 4.180 -2.386
N 0.183 4.344 -2.577
C -0.169 3.954 -3.958
C 0.905 2.937 -4.310
C 2.161 3.554 -3.694
H 2.142 5.120 -2.164
H -0.130 5.279 -2.352
H 0.062 3.153 -1.193
H -0.119 4.810 -4.639
H -1.179 3.547 -3.992
H 0.992 2.777 -5.383
H 0.683 1.977 -3.841
H 2.556 4.337 -4.341
H 2.959 2.838 -3.505



Entry 6:
78
Properties=species:S:1:pos:R:3 method="wB97M-V/def2-TZVPD" e_homo_ev="-6.51 / -5.78" multiplicity=2 e_lumo_ev="-0.87 / -0.87"
Re 0.239 -0.178 1.018
S 4.534 -1.377 2.056
C 4.226 0.084 2.917
C 2.976 0.567 2.705
C 2.193 -0.210 1.804
C 2.930 -1.320 1.386
C 2.363 -2.272 0.482
C 2.988 -3.439 0.041
C 2.322 -4.278 -0.831
C 1.027 -3.944 -1.223
C 0.464 -2.783 -0.733
N 1.099 -1.948 0.085
H 5.004 0.492 3.535
H 2.591 1.449 3.188
H 3.980 -3.676 0.393
H 2.798 -5.177 -1.191
H 0.470 -4.586 -1.889
H -0.543 -2.509 -1.013
N -4.788 3.162 8.820
C -4.159 2.900 7.894
C -3.396 2.559 6.760
C -2.290 3.331 6.387
C -1.542 2.984 5.286
C -1.878 1.852 4.533
C -2.994 1.089 4.909
C -3.744 1.432 6.007
C -1.122 1.437 3.422
C -0.505 1.047 2.443
H -2.028 4.194 6.983
H -0.689 3.581 4.997
H -3.253 0.223 4.319
H -4.596 0.836 6.303
C 2.201 3.420 -2.351
Ge 2.377 2.288 -0.677
C 3.971 1.100 -0.987
C 2.885 3.597 0.744
C 0.770 1.214 -0.441
H 3.167 3.813 -2.653
H 1.557 4.266 -2.141
H 1.775 2.891 -3.200
H 4.208 0.964 -2.040
H 3.774 0.126 -0.553
H 4.855 1.508 -0.506
H 3.776 4.145 0.450
H 3.084 3.082 1.675
H 2.081 4.305 0.915
H -0.128 1.643 -0.906
O -2.486 0.342 -1.453
C -2.534 -0.556 -0.604
O -1.686 -0.741 0.316
C -3.641 -1.581 -0.675
C -4.745 -1.349 -1.488
C -5.740 -2.302 -1.595
C -5.634 -3.494 -0.897
C -4.537 -3.732 -0.086
C -3.539 -2.781 0.019
H -4.801 -0.407 -2.014
H -6.598 -2.120 -2.228
H -6.413 -4.237 -0.983
H -4.459 -4.666 0.451
H -2.680 -2.956 0.650
N 0.958 0.103 -5.303
C -0.216 0.573 -4.505
C -0.462 -0.478 -3.415
N 0.690 -0.705 -2.600
C 1.873 -1.015 -3.327
C 2.170 0.013 -4.442
H 1.118 0.697 -6.121
H 0.739 -0.848 -5.629
H -1.080 0.687 -5.159
H 0.025 1.538 -4.052
H -0.771 -1.424 -3.889
H -1.277 -0.130 -2.770
H 0.824 0.028 -1.855
H 1.772 -2.012 -3.788
H 2.716 -1.034 -2.634
H 3.023 -0.291 -5.050
H 2.358 0.991 -3.997